[1]
{"formula": "C43H36Br2ClN4O4PtSb", "method": "ωB97M-V/def2-TZVPD", "elements": ["Pt", "C", "O", "C", "C", "C", "Br", "C", "C", "C", "O", "C", "N", "C", "C", "C", "C", "C", "C", "N", "H", "H", "H", "H", "H", "H", "H", "H", "H", "H", "H", "Cl", "C", "C", "O", "O", "H", "H", "Br", "C", "C", "C", "C", "C", "C", "H", "H", "H", "H", "C", "C", "C", "C", "C", "C", "Sb", "C", "C", "C", "C", "C", "C", "C", "C", "C", "C", "C", "C", "H", "H", "H", "H", "H", "H", "H", "H", "H", "H", "H", "H", "H", "H", "H", "N", "C", "C", "N", "C", "H", "H", "H", "H"], "coordinates": [[0.70388, 0.41329, 0.34838], [2.34484, -1.71438, 3.66964], [1.36690, -1.67748, 2.63248], [1.29942, -2.75162, 1.81005], [1.96009, -3.95107, 2.02710], [1.82532, -4.99575, 1.11763], [2.73481, -6.61192, 1.44074], [1.04621, -4.86472, -0.01111], [0.38325, -3.65933, -0.23973], [0.49830, -2.60598, 0.67174], [-0.18120, -1.43098, 0.44591], [-0.42989, -3.41256, -1.42345], [-0.99952, -2.23690, -1.59715], [-1.73989, -2.30019, -2.76394], [-2.52585, -1.34070, -3.39564], [-3.16916, -1.72704, -4.55442], [-3.03124, -3.02459, -5.07562], [-2.24028, -3.97619, -4.46098], [-1.59857, -3.58560, -3.29183], [-0.75020, -4.26160, -2.42037], [3.33600, -1.93165, 3.26747], [2.08610, -2.45706, 4.42721], [2.34473, -0.72537, 4.11913], [2.58229, -4.08921, 2.89876], [0.97492, -5.68612, -0.71117], [-0.78665, -1.58013, -0.55867], [-2.61379, -0.33805, -2.99434], [-3.78607, -1.01427, -5.08535], [-3.54689, -3.28012, -5.99135], [-2.12509, -4.96825, -4.87647], [-0.43608, -5.21288, -2.51385], [-1.68559, 2.23079, 2.17055], [-2.21996, 2.68522, 0.53725], [-2.53781, 1.50625, -0.36465], [-2.87584, 1.67218, -1.49697], [-2.33912, 0.27291, 0.15765], [-1.41952, 3.25346, 0.06679], [-3.09914, 3.32143, 0.61432], [4.06453, -2.27547, -4.65932], [3.14487, -1.44892, -3.23438], [3.60801, -1.60840, -1.93676], [2.92281, -1.00907, -0.88729], [1.78701, -0.25385, -1.14687], [1.33248, -0.08744, -2.44800], [2.01573, -0.68897, -3.49854], [4.49585, -2.19546, -1.74453], [3.28511, -1.13632, 0.12492], [0.43322, 0.48176, -2.65664], [1.66428, -0.57213, -4.51479], [-1.76145, -2.07899, 5.48288], [-0.93413, -1.40409, 4.59526], [-1.42485, -0.96487, 3.37514], [-2.75311, -1.21718, 3.06101], [-3.59017, -1.90958, 3.93758], [-3.08714, -2.33423, 5.15780], [-3.61718, -0.71002, 1.25062], [-3.94216, -2.43964, 0.16702], [-3.16866, -3.55421, 0.48707], [-3.36989, -4.73368, -0.21326], [-4.33316, -4.79131, -1.21323], [-5.10792, -3.67979, -1.51784], [-4.91859, -2.49512, -0.82479], [-5.22717, 0.58517, 1.39552], [-5.90031, 0.99055, 0.24240], [-6.96464, 1.87020, 0.36397], [-7.34649, 2.33077, 1.61798], [-6.66426, 1.92967, 2.75879], [-5.59261, 1.05610, 2.65441], [-1.37034, -2.41287, 6.43466], [0.10001, -1.21924, 4.85375], [-0.77081, -0.45912, 2.67797], [-4.62330, -2.12637, 3.68422], [-3.72667, -2.86517, 5.84940], [-2.41724, -3.51012, 1.26871], [-2.78149, -5.60878, 0.02989], [-4.49147, -5.71609, -1.75255], [-5.85932, -3.73493, -2.29359], [-5.52624, -1.63262, -1.06672], [-5.59667, 0.65008, -0.74026], [-7.49614, 2.19484, -0.52017], [-8.18208, 3.01213, 1.70557], [-6.96359, 2.29936, 3.72994], [-5.05296, 0.75212, 3.54381], [2.19281, 4.21772, 0.83982], [2.21249, 4.21066, -0.53345], [1.73855, 2.99568, -0.90794], [1.43293, 2.27412, 0.22565], [1.72287, 3.03690, 1.26704], [2.49814, 4.97199, 1.43333], [2.56101, 5.04684, -1.11196], [1.61440, 2.58212, -1.89368], [1.61149, 2.76430, 2.30175]], "forces_ev_per_angstrom": [[0.0, 0.3, -0.1], [0.0, 0.0, 0.0], [0.3, 0.0, -0.1], [0.0, -0.1, 0.0], [0.0, 0.0, 0.0], [0.0, 0.0, -0.1], [0.0, 0.0, 0.0], [0.0, 0.0, 0.0], [0.0, 0.1, 0.0], [-0.2, 0.4, -0.2], [0.2, -0.3, 1.1], [0.1, 0.0, 0.1], [-0.4, -0.1, -0.2], [-0.1, 0.0, 0.0], [0.0, 0.0, 0.0], [0.0, 0.0, 0.0], [0.0, 0.0, 0.0], [0.0, 0.0, 0.0], [0.0, 0.0, -0.1], [0.0, 0.0, 0.0], [0.0, 0.0, 0.0], [0.0, 0.0, 0.0], [0.0, 0.0, 0.0], [0.0, 0.0, 0.0], [0.0, 0.0, 0.0], [0.1, -0.2, -0.7], [0.0, 0.0, 0.0], [0.0, 0.0, 0.0], [0.0, 0.0, 0.0], [0.0, 0.0, 0.0], [0.0, 0.0, 0.0], [0.0, 0.0, 0.0], [0.1, 0.0, -0.1], [0.1, 0.1, -0.1], [0.0, 0.0, 0.1], [-0.1, -0.1, -0.1], [0.0, 0.0, 0.0], [0.0, 0.0, 0.0], [0.0, 0.0, 0.0], [0.0, 0.0, 0.0], [0.0, 0.0, 0.0], [0.0, 0.0, 0.0], [0.0, 0.0, 0.1], [0.0, 0.0, 0.0], [0.0, 0.0, 0.0], [0.0, 0.0, 0.0], [0.0, 0.0, 0.0], [0.0, 0.0, 0.0], [0.0, 0.0, 0.0], [0.0, 0.0, 0.0], [0.0, 0.0, 0.1], [0.0, 0.0, 0.0], [0.0, 0.0, 0.1], [0.0, 0.0, 0.0], [0.0, 0.0, 0.0], [-0.1, -0.1, 0.0], [-0.1, -0.1, 0.0], [0.0, 0.0, 0.0], [0.0, 0.0, 0.0], [0.0, 0.0, 0.0], [0.0, 0.0, 0.0], [0.1, 0.0, 0.0], [0.1, 0.0, 0.0], [0.0, 0.0, 0.0], [0.0, 0.0, 0.0], [0.0, 0.0, 0.0], [0.0, 0.0, 0.0], [0.0, 0.0, 0.0], [0.0, 0.0, 0.0], [-0.1, 0.0, 0.0], [-0.1, -0.1, 0.1], [0.0, 0.0, 0.0], [0.0, 0.0, 0.0], [0.0, 0.0, 0.0], [0.0, 0.0, 0.0], [0.0, 0.0, 0.0], [0.0, 0.0, 0.0], [0.0, 0.0, 0.0], [0.0, 0.0, 0.0], [0.0, 0.0, 0.0], [0.0, 0.0, 0.0], [0.0, 0.0, 0.0], [0.0, 0.0, 0.0], [0.0, 0.0, 0.0], [0.0, 0.0, 0.0], [0.0, 0.0, -0.1], [0.1, 0.0, 0.2], [0.1, 0.1, -0.1], [0.0, 0.0, 0.0], [0.0, 0.0, 0.0], [0.0, 0.0, 0.0], [0.0, 0.0, 0.0]], "mulliken_charge": [-0.49, -1.55, 0.15, 0.04, -0.08, -0.83, -0.16, -1.12, 1.43, 0.23, 0.69, -1.07, 2.03, -0.22, -0.93, -0.76, -0.71, -1.24, 0.96, 0.27, 0.53, 0.45, 0.25, 0.64, 0.62, -0.63, 0.44, 0.51, 0.45, 0.51, 0.22, -0.11, -0.53, 0.31, -0.52, -0.61, 0.33, 0.51, -0.14, -0.27, -0.47, -0.40, 0.08, -0.18, -0.66, 0.51, 0.41, 0.53, 0.49, -0.78, -0.72, -0.38, 0.76, -0.68, -0.82, 2.20, 0.99, -0.77, -0.54, -0.75, -0.65, -0.69, 0.97, -0.48, -0.92, -0.54, -0.74, -0.44, 0.44, 0.48, 0.32, 0.54, 0.44, 0.33, 0.52, 0.45, 0.49, 0.31, 0.37, 0.44, 0.42, 0.44, 0.38, -0.04, -0.53, -0.25, 0.24, -0.27, 0.21, 0.43, 0.43, 0.48], "orbital_gap_ev": 7.478, "homo_energy_ha": -0.4647, "lumo_ev": -5.2, "charge": 2}


[2]
{"formula": "C43H36I2N2O2PSe2SiV", "method": "ωB97M-V/def2-TZVPD", "elements": ["V", "I", "C", "C", "C", "I", "C", "O", "C", "C", "N", "C", "C", "C", "C", "C", "C", "N", "C", "H", "H", "H", "H", "H", "H", "H", "H", "H", "H", "H", "Se", "P", "Se", "C", "C", "C", "C", "C", "C", "C", "C", "C", "C", "C", "C", "H", "H", "H", "H", "H", "H", "H", "H", "H", "H", "O", "Si", "C", "C", "C", "C", "C", "C", "C", "C", "C", "C", "C", "C", "C", "C", "C", "C", "C", "C", "H", "H", "H", "H", "H", "H", "H", "H", "H", "H", "H", "H", "H", "H", "H"], "coordinates": [[-0.61373, 0.73116, -1.41970], [-3.16554, 6.68527, -5.39871], [-2.45534, 4.84499, -4.62139], [-2.50424, 3.69891, -5.39826], [-2.01934, 2.53130, -4.86127], [-2.23525, 0.70704, -5.90034], [-1.43700, 2.42497, -3.57099], [-0.93538, 1.31733, -3.19201], [-1.49980, 3.61544, -2.78141], [-1.01973, 3.59569, -1.34813], [-1.47339, 2.39618, -0.65765], [-2.92366, 2.26517, -0.53162], [-3.34442, 0.86406, -0.89074], [-4.64560, 0.42498, -0.76035], [-4.99036, -0.84557, -1.21111], [-4.00094, -1.60382, -1.83380], [-2.72636, -1.09687, -1.92253], [-2.37219, 0.09712, -1.41743], [-1.99145, 4.78998, -3.31990], [-2.92642, 3.71774, -6.39347], [-1.36171, 4.50627, -0.82892], [0.08282, 3.58310, -1.32872], [-1.04313, 2.31770, 0.26716], [-3.40737, 2.96122, -1.23150], [-3.27203, 2.52159, 0.47802], [-5.38642, 1.07959, -0.32521], [-5.99489, -1.21858, -1.10291], [-4.22794, -2.56978, -2.25984], [-1.94059, -1.63779, -2.44314], [-2.00902, 5.67738, -2.70312], [1.40961, -0.86308, -4.50065], [2.20439, -0.68247, -2.55046], [1.84372, 1.16342, -1.43813], [1.62352, -2.18957, -1.66238], [0.38064, -2.14181, -1.05063], [-0.18310, -3.26721, -0.48310], [0.50566, -4.46708, -0.52788], [1.75045, -4.52508, -1.13698], [2.30716, -3.39878, -1.71697], [4.02634, -0.88587, -2.52653], [4.73008, -0.56414, -1.37346], [6.10656, -0.67802, -1.35146], [6.78483, -1.12348, -2.47393], [6.08114, -1.46152, -3.61646], [4.70346, -1.33205, -3.65074], [-0.13312, -1.18220, -0.96722], [-1.14987, -3.18851, -0.00175], [0.07673, -5.35546, -0.08784], [2.29155, -5.46126, -1.15873], [3.27024, -3.45830, -2.20572], [4.19089, -0.20763, -0.50568], [6.65427, -0.40369, -0.46179], [7.86263, -1.20346, -2.45663], [6.60686, -1.81463, -4.49064], [4.14902, -1.56216, -4.55104], [-0.33827, 0.35568, 0.62457], [-0.14529, 0.02635, 2.13766], [0.43017, 1.50946, 3.20634], [1.20920, 2.52548, 2.66317], [1.69055, 3.56308, 3.44423], [1.40338, 3.60153, 4.79916], [0.64378, 2.59051, 5.36212], [0.16575, 1.56191, 4.57096], [1.16838, -1.28793, 2.57399], [2.19786, -1.57604, 1.68818], [3.18388, -2.49909, 1.98724], [3.16326, -3.15836, 3.20422], [2.15471, -2.87625, 4.11058], [1.18103, -1.94239, 3.80143], [-1.84643, -0.57166, 2.76033], [-2.08040, -1.92716, 2.95311], [-3.31752, -2.39984, 3.35175], [-4.36887, -1.51722, 3.52776], [-4.16872, -0.16537, 3.30380], [-2.91881, 0.29605, 2.92914], [1.45416, 2.49094, 1.60660], [2.29551, 4.34258, 2.99903], [1.77477, 4.41078, 5.41527], [0.42629, 2.60502, 6.42227], [-0.42771, 0.77787, 5.02025], [2.22315, -1.06758, 0.73561], [3.97022, -2.70218, 1.27127], [3.92161, -3.89337, 3.44067], [2.13034, -3.39079, 5.06374], [0.40767, -1.72602, 4.52804], [-1.26934, -2.62485, 2.79139], [-3.46230, -3.45961, 3.52419], [-5.33788, -1.88296, 3.84097], [-4.99373, 0.52563, 3.42594], [-2.77363, 1.35807, 2.77077]], "forces_ev_per_angstrom": [[2.7, -0.2, 1.4], [0.1, -0.4, 0.1], [-0.2, 0.5, -0.1], [0.0, 0.1, -0.1], [-0.1, -0.6, -0.1], [0.1, 0.4, 0.0], [-0.3, 0.7, -0.5], [0.0, 0.4, -1.3], [0.1, -0.3, 0.1], [0.3, 0.6, -0.3], [-0.2, 0.9, 0.9], [-0.4, 0.0, 0.1], [-0.1, 0.2, 0.0], [-0.2, -0.3, -0.1], [0.4, 0.3, 0.0], [-0.3, 0.1, 0.1], [0.0, -0.3, -0.3], [-3.1, -1.2, 0.2], [0.0, 0.1, 0.0], [0.0, 0.0, 0.0], [0.1, -0.1, -0.1], [-0.3, 0.0, 0.1], [0.0, 0.0, -0.2], [0.1, -0.1, 0.1], [0.1, 0.0, -0.1], [-0.1, 0.0, 0.1], [-0.2, 0.0, 0.0], [0.1, -0.1, 0.0], [-0.1, 0.0, 0.1], [0.0, 0.1, 0.1], [-0.1, 0.0, -0.1], [0.4, -0.3, -0.3], [1.2, -0.1, -0.1], [0.0, 0.4, -0.1], [0.2, 0.2, -0.2], [-0.2, 0.1, 0.0], [0.0, 0.0, 0.0], [0.0, -0.2, 0.0], [0.1, 0.2, 0.1], [-0.3, 0.1, 0.0], [0.0, -0.1, 0.1], [0.1, 0.0, 0.1], [0.1, -0.1, 0.0], [0.1, 0.0, -0.1], [-0.1, 0.0, 0.0], [0.1, -0.7, 0.3], [0.0, -0.1, 0.0], [0.0, -0.1, 0.1], [0.0, -0.1, 0.0], [0.1, 0.0, 0.0], [0.0, 0.1, 0.0], [0.0, 0.0, 0.1], [0.1, 0.0, 0.0], [0.1, 0.0, -0.1], [-0.1, 0.0, 0.0], [0.0, 0.3, -0.7], [0.0, -0.2, 0.9], [-0.4, -0.4, -0.3], [0.0, 0.0, -0.3], [0.1, 0.2, 0.0], [0.1, 0.1, 0.0], [0.0, 0.0, 0.2], [-0.1, -0.1, 0.0], [-0.5, 0.3, -0.1], [0.0, 0.1, -0.3], [0.2, -0.1, 0.0], [0.0, -0.1, 0.0], [0.1, -0.1, 0.3], [-0.1, 0.0, 0.1], [0.7, 0.0, 0.1], [0.1, -0.2, 0.0], [-0.2, -0.2, 0.0], [-0.1, -0.1, 0.1], [-0.2, 0.1, 0.0], [0.0, 0.2, 0.0], [0.0, 0.0, -0.1], [0.0, 0.0, 0.0], [0.0, 0.0, 0.0], [0.0, 0.0, 0.1], [-0.1, -0.1, 0.1], [0.0, 0.1, -0.1], [0.0, 0.0, -0.1], [0.0, 0.0, 0.0], [0.0, 0.0, 0.0], [-0.1, 0.0, 0.1], [0.1, -0.1, 0.1], [0.0, 0.0, 0.0], [-0.1, 0.0, 0.0], [0.0, 0.1, 0.0], [0.0, 0.1, 0.0]], "nbo_charge": [1.06, 0.07, -0.18, -0.27, -0.20, 0.13, 0.40, -0.77, -0.17, -0.21, -0.65, -0.26, 0.20, -0.23, -0.18, -0.23, 0.03, -0.51, -0.22, 0.23, 0.19, 0.23, 0.43, 0.23, 0.21, 0.21, 0.21, 0.22, 0.23, 0.21, -0.51, 0.96, -0.43, -0.35, -0.20, -0.16, -0.23, -0.21, -0.20, -0.28, -0.22, -0.21, -0.21, -0.22, -0.21, 0.18, 0.21, 0.21, 0.21, 0.22, 0.24, 0.21, 0.20, 0.21, 0.24, -1.30, 1.93, -0.40, -0.23, -0.21, -0.23, -0.21, -0.23, -0.50, -0.12, -0.24, -0.21, -0.24, -0.20, -0.49, -0.20, -0.23, -0.21, -0.25, -0.14, 0.22, 0.20, 0.20, 0.20, 0.21, 0.21, 0.21, 0.20, 0.20, 0.20, 0.22, 0.20, 0.20, 0.20, 0.19], "orbital_gap_ev": [5.610, 6.877], "homo_energy_ha": [-0.1280, -0.1745], "s_squared": 3.770, "multiplicity": 4, "lumo_ev": [2.1, 2.1], "charge": -1}


Ordered maximum force results: 0.0229 0.0655; unit hartree/bohr.
Ordered M results: 1184.9 1134.5; unit g mol⁻¹.